(1)
Formula: C6H10O
Source: OMol25
Level of theory: the ωB97M-V functional and the def2-TZVPD basis

Values from the calculation:
2S+1: 1
Relative energy (zero: lowest compared OMol25 entry of this formula, charge and spin), kJ/mol: 179.39
E_HOMO, eV: -9.184
LUMO energy, eV: 1.1
DFT total energy, Ha: -309.7740

XYZ file:
```
17
Properties=species:S:1:pos:R:3:mulliken_charge:R:1
C 2.4385 -0.0423 0.0698 -1.307
C 1.0571 0.5850 -0.0021 -0.411
C -0.0335 -0.2302 0.6771 0.394
O -1.0308 0.6238 1.2955 -0.481
C -2.0487 0.0372 0.5050 -0.097
C -1.8127 0.1947 -0.9633 -0.701
C -1.0918 -0.8902 -0.2060 -0.511
H 2.4324 -1.0454 -0.3715 0.329
H 2.7664 -0.1185 1.1106 0.334
H 3.1631 0.5660 -0.4811 0.370
H 0.7994 0.7476 -1.0572 0.195
H 1.0454 1.5691 0.4758 0.312
H 0.3479 -0.9103 1.4562 0.351
H -3.0277 -0.0201 0.9686 0.400
H -2.6326 -0.1917 -1.5624 0.266
H -1.3036 1.0539 -1.4010 0.179
H -1.0688 -1.9286 -0.5142 0.377
```

***

(2)
Formula: C6H10O
Source: OMol25
Level of theory: the ωB97M-V functional and the def2-TZVPD basis

Values from the calculation:
2S+1: 1
Relative energy (zero: lowest compared OMol25 entry of this formula, charge and spin), kJ/mol: 293.96
E_HOMO, eV: -8.980
LUMO energy, eV: 1.0
DFT total energy, Ha: -309.7304

XYZ file:
```
17
Properties=species:S:1:pos:R:3:mulliken_charge:R:1
O -0.0181 -1.9671 -0.6311 -0.484
C -0.8043 -1.4911 0.1571 -0.189
C -1.5440 -0.1821 -0.0746 -0.534
C -0.6720 0.9503 -0.6791 -0.639
C 0.6266 1.2261 0.1007 -0.073
C 1.6852 -0.0786 -0.3609 -0.757
C 1.0432 0.1125 0.9498 -0.459
H -1.0450 -2.0362 1.0953 0.438
H -2.0439 0.1283 0.8525 0.286
H -2.3307 -0.4199 -0.8013 0.354
H -0.4050 0.6419 -1.6911 0.275
H -1.2946 1.8488 -0.7983 0.400
H 0.7371 2.2577 0.4737 0.352
H 2.7083 -0.4898 -0.3175 0.274
H 1.2524 -0.3402 -1.3060 0.307
H 0.2928 -0.5550 1.3670 0.131
H 1.8121 0.3944 1.6637 0.318
```

***

(3)
Formula: C6H10O
Source: OMol25
Level of theory: the ωB97M-V functional and the def2-TZVPD basis

Values from the calculation:
2S+1: 1
Relative energy (zero: lowest compared OMol25 entry of this formula, charge and spin), kJ/mol: 71.40
E_HOMO, eV: -9.220
LUMO energy, eV: 1.1
DFT total energy, Ha: -309.8152

XYZ file:
```
17
Properties=species:S:1:pos:R:3:mulliken_charge:R:1
C -2.2176 0.2409 0.2065 -1.453
C -0.7137 0.0964 0.3152 0.441
C -0.1336 -1.1873 -0.2568 -0.674
C 1.3121 -1.1098 0.1278 -0.409
C 1.9885 0.0290 -0.0511 -0.236
C 1.2623 1.2745 -0.4950 -0.454
O -0.1529 1.2087 -0.3654 -0.402
H -2.6913 -0.6154 0.6952 0.386
H -2.5626 0.2845 -0.8318 0.337
H -2.5218 1.1600 0.7112 0.351
H -0.4227 0.0540 1.3734 0.282
H -0.2913 -1.3107 -1.3367 0.290
H -0.5983 -2.0264 0.2617 0.341
H 1.6273 -1.8880 0.7912 0.306
H 3.0277 0.1578 0.2602 0.352
H 1.6099 2.1065 0.1345 0.280
H 1.4780 1.5252 -1.5400 0.261
```

***

(4)
Formula: C6H10O
Source: OMol25
Level of theory: the ωB97M-V functional and the def2-TZVPD basis

Values from the calculation:
2S+1: 1
Relative energy (zero: lowest compared OMol25 entry of this formula, charge and spin), kJ/mol: 141.72
E_HOMO, eV: -9.068
LUMO energy, eV: 0.8
DFT total energy, Ha: -309.7884

XYZ file:
```
17
Properties=species:S:1:pos:R:3:mulliken_charge:R:1
C 1.2772 0.7927 -0.9359 -0.912
C 0.5195 -0.0256 -1.6694 0.092
C -0.9539 -0.0200 -1.7359 -0.025
C -1.7468 0.9962 -1.3940 -0.769
H 2.3611 0.7218 -0.9504 0.253
H 0.8459 1.5628 -0.2985 0.249
H 1.0140 -0.7917 -2.2657 0.283
H -1.4105 -0.9384 -2.0999 0.300
H -1.3515 1.9488 -1.0480 0.274
H -2.8276 0.9065 -1.4509 0.250
C 0.8680 -0.8002 2.3306 -0.932
C -0.3813 -0.6617 1.5035 0.248
O -1.0122 -1.5974 1.0685 -0.501
H 1.6413 -0.1122 1.9711 0.255
H 1.2276 -1.8304 2.2918 0.290
H 0.6465 -0.5312 3.3710 0.312
H -0.7175 0.3800 1.3123 0.334
```

***

(5)
Formula: C6H10O
Source: OMol25
Level of theory: the ωB97M-V functional and the def2-TZVPD basis

Values from the calculation:
2S+1: 1
Relative energy (zero: lowest compared OMol25 entry of this formula, charge and spin), kJ/mol: 125.88
E_HOMO, eV: -9.383
LUMO energy, eV: 1.1
DFT total energy, Ha: -309.7944

XYZ file:
```
17
Properties=species:S:1:pos:R:3:mulliken_charge:R:1
O 1.7789 -0.9343 1.3765 -0.472
C 1.7372 -0.6205 0.2108 -0.207
C 0.4988 -0.1768 -0.5381 0.418
C 0.6135 1.3058 -0.8533 -0.536
C -0.4947 1.9641 -0.5277 -0.416
C -1.5636 1.0508 0.0145 -0.613
C -0.8094 -0.2742 0.2686 -0.811
H 2.6660 -0.6119 -0.4000 0.350
H 0.4681 -0.7571 -1.4744 0.327
H 1.5051 1.7460 -1.2918 0.388
H -0.6440 3.0302 -0.6715 0.399
H -2.3626 0.9288 -0.7292 0.254
H -2.0382 1.4434 0.9204 0.327
H -0.5491 -0.3695 1.3279 0.300
H -1.3977 -1.1562 -0.0027 0.307
H 0.4580 -2.9701 1.3014 -0.233
H 0.1336 -3.5988 1.0685 0.219
```

***

(6)
Formula: C6H10O
Source: OMol25
Level of theory: the ωB97M-V functional and the def2-TZVPD basis

Values from the calculation:
2S+1: 1
Relative energy (zero: lowest compared OMol25 entry of this formula, charge and spin), kJ/mol: 419.19
E_HOMO, eV: -7.890
LUMO energy, eV: -0.1
DFT total energy, Ha: -309.6827

XYZ file:
```
17
Properties=species:S:1:pos:R:3:mulliken_charge:R:1
C 2.2454 0.1254 0.0680 -1.236
C 0.7730 -0.1114 0.0383 0.336
C 0.0866 -1.2072 0.4420 -0.399
C -1.1966 -1.2563 -0.2036 -0.280
C -1.5149 0.1750 -0.6000 -0.314
C -0.1446 0.8882 -0.6266 -0.095
O -0.0722 2.1691 -0.0262 -0.556
H 2.4579 1.1655 0.3354 0.293
H 2.6572 -0.0368 -0.9371 0.271
H 2.7644 -0.5466 0.7573 0.371
H 0.5104 -2.0408 0.9990 0.371
H -2.3081 -1.5847 1.4739 0.107
H -2.1887 -1.8714 0.7233 -0.095
H -2.0336 0.2214 -1.5630 0.254
H -2.1751 0.6473 0.1365 0.256
H 0.1582 1.0548 -1.6663 0.336
H -0.2710 2.0548 0.9134 0.381
```

***

(7)
Formula: C6H10O
Source: OMol25
Level of theory: the ωB97M-V functional and the def2-TZVPD basis

Values from the calculation:
2S+1: 1
Relative energy (zero: lowest compared OMol25 entry of this formula, charge and spin), kJ/mol: 72.81
E_HOMO, eV: -9.488
LUMO energy, eV: 0.7
DFT total energy, Ha: -309.8146

XYZ file:
```
17
Properties=species:S:1:pos:R:3:mulliken_charge:R:1
C 0.1958 -0.0413 -1.9055 -1.584
C -0.2920 -0.1290 -0.4611 0.665
C -0.0012 -1.4650 0.2457 -0.831
C 0.8103 -1.0808 1.4578 -0.292
C 1.0332 0.2326 1.5517 -0.574
C 0.4081 0.9273 0.4025 0.332
O 0.4410 2.1151 0.1580 -0.586
H 1.2634 -0.2838 -1.9681 0.383
H -0.3504 -0.7353 -2.5526 0.375
H 0.0576 0.9760 -2.2835 0.370
H -1.3654 0.0980 -0.4324 0.281
H 0.5631 -2.1553 -0.3953 0.308
H -0.9153 -1.9941 0.5416 0.312
H 1.1680 -1.8246 2.1654 0.406
H 1.5878 0.7556 2.3226 0.438
H -2.6453 2.1881 0.6645 0.173
H -1.9586 2.4167 0.4887 -0.173
```

***

(8)
Formula: C6H10O
Source: OMol25
Level of theory: the ωB97M-V functional and the def2-TZVPD basis

Values from the calculation:
2S+1: 1
Relative energy (zero: lowest compared OMol25 entry of this formula, charge and spin), kJ/mol: 260.64
E_HOMO, eV: -8.434
LUMO energy, eV: 0.6
DFT total energy, Ha: -309.7431

XYZ file:
```
17
Properties=species:S:1:pos:R:3:mulliken_charge:R:1
C 2.4749 0.1061 0.1615 -1.314
C 0.9842 0.3045 0.2509 1.206
C 0.1123 -0.7167 0.2795 -0.563
C -1.3934 -0.6305 0.1934 -0.473
C -1.8775 -0.3844 -1.2400 -1.095
C 0.5457 1.7115 0.1220 -0.726
O -0.1414 2.1066 1.1676 -0.209
H 2.9872 0.5836 1.0047 0.284
H 2.8706 0.5591 -0.7535 0.340
H 2.7321 -0.9571 0.1689 0.343
H 0.5246 -1.7243 0.2169 0.314
H -1.7963 0.1564 0.8383 0.233
H -1.8237 -1.5643 0.5690 0.331
H -2.9715 -0.3975 -1.2993 0.339
H -1.5227 0.5889 -1.5954 0.338
H -1.4872 -1.1408 -1.9314 0.312
H -0.2180 1.3991 1.8468 0.340
```